Entry 1:
The following is a quantum chemistry calculation of 2 unconnected molecules or ions with the total composition C3H8N3O in a non-equilibrium geometry, from OMol25.

Computed properties:
F_max ... 0.069 hartree/bohr
Energy relative to the best compared isomer or geometry (same formula, charge and spin) ... 5.369 eV
Kohn-Sham gap (alpha / beta) ... 0.3068 / 0.3069 Ha
Net charge ... +1

CARTESIAN COORDINATES (ANGSTROEM)
1 C -0.466 -0.991 -1.128
2 C 0.828 0.020 0.364
3 C -1.560 0.771 0.224
4 N -0.459 0.000 -0.271
5 N 0.712 -1.575 -1.170
6 N 1.466 1.207 0.581
7 O 1.578 -0.947 -0.284
8 H -1.312 -1.307 -1.715
9 H 0.105 -0.683 2.066
10 H -2.474 0.508 -0.302
11 H -1.673 0.547 1.291
12 H -1.358 1.835 0.106
13 H 1.092 -2.337 -1.715
14 H 1.052 1.832 1.258
15 H 2.468 1.119 0.693



Entry 2:
The following is a quantum chemistry calculation of a gas-phase ion, C3H8N3O (charge +1) in a non-equilibrium geometry, from OMol25.

Computed properties:
F_max ... 0.078 hartree/bohr
Energy relative to the best compared isomer or geometry (same formula, charge and spin) ... 6.176 eV
Kohn-Sham gap (alpha / beta) ... 0.2665 / 0.3273 Ha
Net charge ... +1

CARTESIAN COORDINATES (ANGSTROEM)
1 C 2.091 0.075 -0.004
2 C 1.552 -1.185 -0.575
3 C -0.117 1.086 -0.463
4 N 1.122 0.945 0.283
5 N -0.748 -0.148 -0.593
6 N -1.475 -0.500 0.614
7 O 3.228 0.108 0.396
8 H 1.555 -1.444 -1.677
9 H 1.817 -1.891 0.225
10 H -0.850 1.741 0.048
11 H -0.013 1.617 -1.355
12 H 1.474 1.760 0.710
13 H -1.157 0.192 1.274
14 H -1.581 -1.536 0.685
15 H -2.541 -0.359 0.388



Entry 3:
The following is a quantum chemistry calculation of a gas-phase ion, C3H8N3S (charge +1) in a non-equilibrium geometry, from OMol25.

Computed properties:
F_max ... 0.062 hartree/bohr
Energy relative to the best compared isomer or geometry (same formula, charge and spin) ... 1.822 eV
Kohn-Sham gap ... 0.3600 Ha
Net charge ... +1
Structure (SMILES) ... C[N@@H+]1N=C(N)CS1

CARTESIAN COORDINATES (ANGSTROEM)
1 C 1.083 -0.230 0.191
2 C 0.441 -1.548 -0.328
3 C -1.778 1.336 -0.288
4 N 0.347 0.661 0.675
5 N 2.376 -0.177 0.210
6 N -1.040 0.434 0.596
7 S -1.322 -1.344 -0.081
8 H 0.643 -1.811 -1.441
9 H 0.817 -2.166 0.446
10 H -1.167 1.221 -1.244
11 H -2.764 0.870 -0.261
12 H -1.820 2.381 0.044
13 H 2.825 -0.983 -0.178
14 H 2.920 0.700 0.177
15 H -1.561 0.658 1.484



Entry 4:
The following is a quantum chemistry calculation of a gas-phase ion, C3H8N3S (charge +1) in a non-equilibrium geometry, from OMol25.

Computed properties:
F_max ... 0.065 hartree/bohr
Energy relative to the best compared isomer or geometry (same formula, charge and spin) ... 2.514 eV
Kohn-Sham gap ... 0.3353 Ha
Net charge ... +1
Structure (SMILES) ... CS[C@@H]1N=NC[NH2+]1

CARTESIAN COORDINATES (ANGSTROEM)
1 C -2.171 0.279 -0.499
2 C 0.087 0.195 0.480
3 C 2.642 -0.840 0.045
4 N -1.821 -1.059 -0.338
5 N -0.789 -1.370 0.136
6 N -0.985 1.106 0.091
7 S 1.482 0.376 -0.620
8 H -2.298 0.498 -1.567
9 H -3.105 0.495 0.027
10 H 0.300 0.141 1.541
11 H 2.092 -1.570 0.631
12 H 3.396 -0.336 0.644
13 H 3.103 -1.322 -0.812
14 H -0.617 1.732 -0.634
15 H -1.316 1.673 0.876



Entry 5:
The following is a quantum chemistry calculation of a gas-phase ion, C3H8N3S (charge +1) in a non-equilibrium geometry, from OMol25.

Computed properties:
F_max ... 0.090 hartree/bohr
Energy relative to the best compared isomer or geometry (same formula, charge and spin) ... 1.495 eV
Kohn-Sham gap ... 0.3296 Ha
Net charge ... +1
Structure (SMILES) ... C=CNC(=[NH2+])NS

CARTESIAN COORDINATES (ANGSTROEM)
1 C -0.589 -0.868 -0.139
2 C 0.736 1.231 0.019
3 C 1.896 1.813 -0.160
4 N 0.509 -0.047 -0.399
5 N -1.836 -0.533 0.294
6 N -0.348 -2.194 -0.212
7 S -2.617 1.061 -0.203
8 H -0.089 1.804 0.338
9 H -3.488 1.132 0.736
10 H 2.705 1.316 -0.443
11 H 2.164 2.844 -0.025
12 H 1.347 -0.633 -0.543
13 H -2.438 -1.333 0.311
14 H 0.465 -2.708 -0.711
15 H -0.953 -2.818 0.159



Entry 6:
The following is a quantum chemistry calculation of C3H8N4 in the gas phase in a non-equilibrium geometry, from OMol25.

Computed properties:
F_max ... 0.061 hartree/bohr
Energy relative to the best compared isomer or geometry (same formula, charge and spin) ... 3.269 eV
Kohn-Sham gap ... 0.3448 Ha
Net charge ... 0
Structure (SMILES) ... C1=NNCCNN1

CARTESIAN COORDINATES (ANGSTROEM)
1 C 0.711 1.230 0.001
2 C -0.807 0.962 0.427
3 C -0.088 -1.678 0.089
4 H 0.740 2.007 -0.683
5 H 1.222 1.562 0.904
6 H -1.270 1.993 0.520
7 H -0.752 0.554 1.390
8 H -2.552 0.087 -0.678
9 H 0.045 -2.723 0.412
10 H 1.915 -1.781 0.080
11 H 1.010 -0.040 -1.478
12 N -1.510 0.064 -0.543
13 N -1.266 -1.257 -0.094
14 N 1.215 -1.073 0.227
15 N 1.387 0.094 -0.574